# 1
{"formula": "C25H20IMnN2P", "method": "ωB97M-V/def2-TZVPD", "symbols": ["Mn", "C", "C", "C", "C", "C", "C", "P", "C", "C", "C", "C", "C", "C", "C", "C", "C", "C", "C", "C", "H", "H", "H", "H", "H", "H", "H", "H", "H", "H", "H", "H", "H", "H", "I", "C", "H", "H", "N", "C", "C", "C", "C", "C", "N", "C", "H", "H", "H", "H"], "coordinates": [[1.21396, 0.39253, 2.43676], [-4.48096, -3.18601, -2.11932], [-3.26726, -2.91303, -2.75875], [-2.25269, -2.25365, -2.09055], [-2.46868, -1.75878, -0.81705], [-3.67809, -1.98860, -0.16373], [-4.69860, -2.70822, -0.81025], [-1.23561, -0.72391, 0.00039], [-0.41694, 0.07665, -1.36617], [-1.15813, 1.06911, -2.00330], [-0.55687, 1.92308, -2.91302], [0.83952, 1.87648, -3.04984], [1.57800, 0.85386, -2.45398], [0.91702, -0.16346, -1.76176], [-0.00618, -1.90473, 0.76041], [-0.18621, -3.29220, 0.75694], [0.80630, -4.15071, 1.24312], [1.90005, -3.59742, 1.89881], [2.06070, -2.21246, 1.92331], [1.07994, -1.33675, 1.45351], [-5.29390, -3.69705, -2.62108], [-3.16793, -3.20856, -3.78836], [-1.34626, -2.03150, -2.62085], [-3.84445, -1.64766, 0.85457], [-5.59860, -2.94236, -0.27210], [-2.20387, 1.16293, -1.77001], [-1.12638, 2.63372, -3.46729], [1.37323, 2.59078, -3.66684], [2.65970, 0.81803, -2.55951], [1.48861, -1.00436, -1.37224], [-1.04085, -3.73044, 0.28612], [0.69792, -5.20254, 1.13440], [2.62872, -4.24578, 2.38480], [2.92131, -1.71739, 2.38412], [1.26621, 1.97155, 4.75773], [2.26500, 0.24688, 4.12429], [3.33863, 0.45342, 4.09624], [1.99625, -0.64261, 4.73059], [4.29701, 5.54170, -0.25105], [3.42277, 4.86089, 0.11619], [2.28101, 4.13169, 0.55314], [1.09422, 4.81023, 0.57018], [-0.07520, 4.16340, 0.97027], [0.00243, 2.80308, 1.27827], [1.20029, 2.14049, 1.30316], [2.31025, 2.78346, 0.95409], [1.15264, 5.84582, 0.28355], [-1.04744, 4.66083, 0.99924], [-0.88771, 2.21956, 1.50833], [3.24712, 2.23000, 0.93452]], "forces_ev_per_a": [[-0.58, 0.56, -0.68], [-0.05, 0.80, 0.92], [-0.84, -0.40, 0.24], [-0.50, 0.14, -0.50], [-0.10, 0.01, 0.58], [-0.68, -0.63, -0.39], [1.27, -0.20, -0.45], [-0.06, -0.48, 1.49], [1.10, -0.53, -0.88], [0.39, 0.17, -0.10], [1.07, -0.38, 0.34], [-0.04, -0.19, -0.06], [-0.37, -0.31, -0.38], [-0.12, 1.07, 1.01], [-0.83, 0.57, -0.07], [1.09, 0.15, -0.54], [-0.25, 1.43, 0.61], [0.49, -0.17, -0.37], [0.11, 0.35, 0.72], [0.40, -1.05, 0.03], [0.19, -0.05, -0.10], [0.28, -0.14, -0.18], [0.37, 0.02, -0.07], [0.09, 0.13, -0.15], [-0.32, 0.05, -0.02], [-0.34, 0.12, 0.04], [-0.33, 0.44, -0.20], [-0.20, 0.09, 0.04], [-0.18, -0.07, -0.23], [-0.22, 0.16, 0.05], [-0.44, -0.02, -0.34], [-0.13, -0.69, 0.13], [-0.01, 0.19, -0.30], [-0.03, -0.80, 0.09], [-0.30, 0.25, 0.25], [0.35, -1.45, 0.34], [-0.24, -0.22, -0.03], [0.29, 0.75, -0.21], [-1.68, -1.44, 0.73], [2.33, 1.33, -0.80], [0.25, -1.18, 0.25], [-0.93, 0.23, 0.36], [-0.15, -0.77, -0.14], [0.76, 0.69, -0.22], [-1.04, 0.74, -0.42], [0.14, 0.50, -0.48], [-0.48, 0.25, -0.03], [0.43, -0.11, -0.06], [0.19, 0.07, 0.02], [-0.17, 0.03, 0.14]], "e_tot_ha": -2863.89231, "total_charge": 1, "e_homo_ev": [-10.64, -10.68], "spin_multiplicity": 5, "s_squared": 6.238}

---

# 2
{"formula": "H26O13", "method": "ωB97M-V/def2-TZVPD", "symbols": ["H", "H", "H", "H", "H", "H", "H", "H", "H", "H", "H", "H", "H", "H", "H", "H", "H", "H", "H", "H", "H", "H", "H", "H", "H", "H", "O", "O", "O", "O", "O", "O", "O", "O", "O", "O", "O", "O", "O"], "coordinates": [[0.59471, 0.05570, -0.08131], [-0.84986, -0.04268, 0.03763], [-3.76374, -1.69554, -3.66156], [-3.06290, -2.61736, -2.71017], [-2.58626, -2.19648, 1.46236], [-3.22529, -2.66771, 0.18534], [-0.28484, -2.05471, 0.90032], [-0.15782, -2.81200, -0.46749], [-2.17672, 1.64733, 1.19911], [-1.01316, 2.36585, 0.61435], [2.39208, 1.49954, 3.85724], [2.69875, 0.40532, 3.01790], [0.64334, 4.12568, -0.96437], [1.35493, 5.41676, -1.23730], [0.30404, 1.64007, -1.53192], [0.43071, 1.75530, -3.03289], [2.20141, 0.22571, 0.17298], [1.48417, -1.02814, 0.75643], [-2.69821, 1.05298, -0.73244], [-3.12807, 0.20600, 0.55086], [3.47409, 0.43373, -3.60335], [3.45010, -0.99948, -2.94041], [4.03406, -1.34601, 0.46477], [5.02805, -1.03783, -0.60177], [-2.02888, -1.69032, 4.01364], [-3.55202, -1.35830, 4.37998], [-0.24042, 0.60407, -0.34021], [-3.95333, -2.36169, -3.01877], [-3.10513, -1.84599, 0.67632], [0.19910, -2.16877, 0.08941], [-1.88519, 2.17131, 0.40572], [2.99505, 0.80459, 3.87042], [0.90223, 4.68268, -1.71802], [0.66712, 2.19211, -2.25325], [2.30738, -0.50586, 0.69323], [-2.86382, 0.16439, -0.43616], [3.04195, -0.10282, -2.97731], [4.96344, -1.40497, 0.23137], [-2.59109, -1.51247, 4.72930]], "forces_ev_per_a": [[-2.05, 1.89, -1.45], [-1.21, 0.48, -0.76], [0.01, 0.79, -0.66], [-0.69, 0.18, -0.17], [-1.13, 0.61, -1.14], [-0.38, 0.18, -0.33], [-0.75, -0.63, 0.11], [-1.14, -1.55, -1.04], [0.40, 1.10, -1.18], [2.60, 0.65, 0.28], [-1.48, 2.40, 0.71], [0.92, -0.26, 0.69], [0.00, -0.11, -0.80], [-0.46, -0.54, -0.79], [0.05, 0.21, -0.78], [-0.51, -1.03, -1.80], [-0.21, 2.97, -2.25], [0.94, 0.11, -0.45], [0.06, 0.63, 0.10], [0.32, -0.10, -3.04], [1.02, 0.71, -1.19], [-0.27, 1.29, -0.40], [-0.23, 0.16, 0.06], [0.24, 1.26, -2.68], [0.91, -0.34, -1.64], [2.92, -0.52, 0.74], [3.57, -2.77, 1.73], [0.68, -0.97, 0.82], [1.34, -2.06, 2.37], [1.61, 1.80, 1.22], [-3.11, 0.55, 1.89], [0.58, -2.17, -1.50], [0.60, 1.28, 1.55], [0.41, 0.57, 2.11], [0.27, -3.15, 2.89], [-1.34, -1.00, 1.61], [-0.76, -2.08, 1.68], [0.14, -1.39, 2.56], [-3.85, 0.87, 0.91]], "de_lowest_kj_mol": 553.4, "e_tot_ha": -993.56247, "e_homo_ev": -10.58}

---

# 3
{"formula": "C5H5N3", "method": "ωB97M-V/def2-TZVPD", "symbols": ["C", "C", "C", "C", "C", "H", "H", "H", "H", "H", "N", "N", "N"], "coordinates": [[-1.13826, -0.09774, -0.08177], [0.78250, -1.47877, -0.15220], [1.91277, -0.52306, 0.12597], [1.57760, 0.77035, 0.38932], [0.49902, 1.54170, -0.06579], [-2.87641, 0.75990, 0.38034], [1.15076, -2.50608, -0.17789], [3.01719, -1.00419, 0.02517], [2.43661, 1.44572, 0.65374], [0.64317, 2.69130, -0.82656], [-2.44820, -0.33626, 0.44098], [-0.49528, -1.32789, -0.27939], [-0.79554, 1.28393, -0.35416]], "forces_ev_per_a": [[-7.59, -0.61, 3.11], [0.39, -0.23, -0.14], [-0.61, -0.67, -0.24], [4.63, 0.01, 0.01], [-5.88, 3.93, -5.05], [1.28, -3.60, 0.58], [-0.33, -0.05, -0.40], [-2.82, 1.57, 0.84], [-0.74, -0.75, -0.16], [0.55, -3.25, 3.32], [4.31, 5.06, -2.90], [2.29, 0.88, 0.16], [4.52, -2.30, 0.86]], "de_lowest_kj_mol": 449.7, "e_tot_ha": -357.60134, "e_homo_ev": -8.93}